{"formula": "C42H24CaN10S", "method": "ωB97M-V/def2-TZVPD", "species": ["Ca", "C", "C", "C", "C", "C", "N", "C", "C", "C", "C", "C", "C", "C", "C", "N", "C", "N", "C", "N", "C", "N", "C", "N", "C", "N", "C", "C", "C", "C", "C", "C", "C", "C", "C", "C", "C", "C", "C", "C", "N", "H", "H", "H", "H", "H", "H", "H", "H", "H", "H", "H", "H", "H", "H", "H", "H", "S", "C", "C", "C", "N", "C", "C", "C", "C", "C", "N", "C", "C", "H", "H", "H", "H", "H", "H", "H", "H"], "coordinates": [[-0.539703, 1.266130, -0.627919], [-5.397182, -3.502253, 0.330418], [-4.365442, -4.397163, 0.062792], [-3.086448, -3.954207, -0.260759], [-2.857850, -2.589349, -0.302904], [-1.628665, -1.762051, -0.654612], [0.916258, -1.772168, -0.479739], [1.893033, -0.844144, -0.123398], [3.284293, -1.031467, 0.165304], [4.095263, -2.161332, 0.323055], [5.426577, -1.969535, 0.607038], [5.952006, -0.666748, 0.745916], [5.160992, 0.450102, 0.604351], [3.805348, 0.269975, 0.306114], [2.716520, 1.192686, 0.108122], [2.809957, 2.503671, 0.174281], [1.861964, 3.415374, 0.076962], [0.496146, 3.234762, -0.119165], [-0.115937, 4.418106, -0.019246], [-1.471536, 4.692337, -0.052858], [-2.448172, 3.854552, -0.058142], [-2.428703, 2.452118, -0.107560], [-3.683662, 1.984406, 0.022486], [-4.136368, 0.743817, 0.086189], [-3.344606, -0.331643, -0.104286], [-2.068508, -0.384253, -0.370702], [-3.891762, -1.706265, -0.026761], [-5.167769, -2.133220, 0.286609], [-4.625298, 3.128525, 0.120180], [-5.999117, 3.169513, 0.258955], [-6.595233, 4.424579, 0.313255], [-5.827421, 5.587845, 0.237798], [-4.444436, 5.533682, 0.109047], [-3.862934, 4.281250, 0.047249], [0.854793, 5.461795, 0.194057], [0.731422, 6.846028, 0.350016], [1.880955, 7.573235, 0.559374], [3.139031, 6.937966, 0.624318], [3.264757, 5.574215, 0.478601], [2.102431, 4.830856, 0.255987], [1.575473, 0.433709, -0.160813], [-6.380922, -3.877820, 0.579605], [-4.561187, -5.460855, 0.110495], [-2.303836, -4.671081, -0.465440], [3.690839, -3.158737, 0.222121], [6.078715, -2.825633, 0.723237], [7.004126, -0.549555, 0.973587], [5.566970, 1.446987, 0.714980], [-5.945434, -1.411078, 0.495998], [-6.579097, 2.258491, 0.319938], [-7.669411, 4.506570, 0.417879], [-6.321905, 6.549867, 0.282734], [-3.838594, 6.428457, 0.058581], [-0.240729, 7.319416, 0.307911], [1.825473, 8.647596, 0.680105], [4.021768, 7.541526, 0.795276], [4.228342, 5.084755, 0.531887], [0.712678, -5.835306, -0.365096], [0.373040, -4.185325, -0.917645], [-0.228352, -4.014255, -2.096404], [-0.748487, -2.746940, -2.648763], [-1.348016, -1.780866, -2.092929], [-0.354947, -1.954900, 0.187982], [0.637913, -3.076136, 0.048839], [2.467696, -5.726068, -0.076327], [3.350102, -5.480356, -1.120160], [4.707768, -5.449084, -0.846206], [5.224093, -5.649631, 0.366206], [4.368725, -5.885907, 1.356606], [2.990074, -5.933529, 1.191400], [-0.333468, -4.876064, -2.746400], [-0.623406, -2.658705, -3.729328], [-0.434454, -1.534320, 1.187977], [1.139792, -3.369929, 0.966169], [2.987731, -5.312874, -2.126024], [5.416339, -5.249605, -1.642129], [4.800253, -6.040259, 2.339267], [2.339357, -6.124319, 2.034455]], "forces_ev_per_a": [[0.309, 0.003, -0.652], [0.023, 0.036, -0.009], [-0.034, -0.018, 0.016], [0.032, 0.006, -0.001], [0.060, -0.171, 0.035], [-0.038, 0.137, 0.045], [-0.117, -0.034, -0.194], [0.026, -0.008, 0.105], [-0.068, -0.159, 0.008], [0.013, 0.023, -0.018], [0.042, 0.051, 0.002], [0.019, -0.075, 0.008], [-0.069, 0.028, -0.032], [0.130, 0.097, 0.063], [-0.051, -0.159, -0.084], [0.030, 0.027, 0.028], [-0.018, 0.134, -0.002], [-0.047, -0.016, 0.234], [-0.336, -0.039, -0.047], [0.244, -0.035, 0.020], [-0.016, -0.187, -0.002], [0.125, 0.088, 0.106], [-0.121, 0.153, 0.093], [0.073, -0.065, -0.122], [0.036, -0.051, 0.147], [-0.171, -0.059, -0.078], [-0.082, 0.161, 0.043], [0.004, -0.057, 0.004], [-0.020, -0.177, 0.017], [-0.017, 0.061, -0.014], [0.034, 0.021, 0.001], [-0.029, 0.003, 0.002], [-0.006, -0.036, -0.009], [0.099, 0.146, 0.020], [-0.050, 0.165, 0.018], [-0.020, -0.068, -0.004], [0.100, -0.025, 0.013], [-0.066, 0.075, -0.001], [-0.036, -0.052, -0.014], [0.099, 0.007, 0.009], [-0.111, 0.195, 0.162], [0.004, -0.011, -0.005], [0.009, 0.002, -0.005], [-0.004, 0.006, 0.008], [-0.017, -0.046, -0.004], [0.000, -0.007, 0.019], [-0.002, -0.002, -0.005], [-0.013, 0.001, 0.003], [0.001, -0.001, -0.005], [0.015, -0.005, -0.001], [0.002, -0.005, -0.002], [-0.002, -0.004, 0.006], [-0.006, 0.000, -0.001], [0.000, -0.011, -0.009], [0.006, -0.004, 0.003], [-0.002, -0.001, -0.004], [-0.005, -0.003, 0.002], [0.025, 0.070, -0.008], [0.063, 0.150, 0.096], [-0.049, -0.027, -0.036], [0.044, -0.107, -0.048], [-0.014, -0.039, 0.060], [0.075, 0.013, 0.002], [-0.011, -0.167, 0.003], [0.070, 0.006, 0.032], [-0.082, 0.008, -0.047], [0.069, 0.008, 0.027], [-0.083, 0.028, -0.023], [0.023, 0.003, -0.004], [-0.065, -0.009, 0.019], [0.008, 0.015, -0.021], [-0.017, 0.017, 0.011], [-0.037, 0.013, 0.013], [0.001, -0.007, 0.007], [0.002, -0.004, 0.004], [0.002, -0.008, 0.005], [0.009, 0.000, -0.010], [0.009, 0.004, -0.002]], "mulliken_charge": [2.199, -0.754, -0.843, -0.092, -0.215, 1.794, 0.263, -0.316, 0.146, 0.504, -0.587, -0.806, -0.016, -0.046, -0.687, -0.493, -0.668, -0.507, -0.356, -0.527, -0.108, -0.596, -0.291, -0.684, -0.006, -0.491, -0.482, 0.141, 0.299, -0.058, -0.636, -0.607, -0.099, 0.117, 0.435, -0.132, -0.622, -0.570, -0.229, 0.542, -0.474, 0.394, 0.443, 0.443, 0.367, 0.460, 0.380, 0.591, 0.590, 0.560, 0.391, 0.390, 0.548, 0.530, 0.392, 0.379, 0.530, -0.185, -0.025, -0.747, -0.482, -0.514, -1.895, 0.276, 0.377, -0.287, -0.291, -0.589, -0.338, -0.124, 0.477, 0.436, 0.720, 0.829, 0.377, 0.352, 0.368, 0.434], "homo_energy_ev": [-6.104, -6.223], "lumo_energy_ev": [-1.1, -1.2], "charge": 0}



{"formula": "C17H15BrMgO2", "method": "ωB97M-V/def2-TZVPD", "species": ["C", "C", "C", "H", "C", "C", "H", "H", "H", "H", "Mg", "Br", "C", "C", "C", "H", "C", "C", "H", "H", "H", "H", "O", "C", "O", "C", "C", "C", "C", "C", "C", "H", "H", "H", "H", "H"], "coordinates": [[0.223034, -1.175459, -1.634410], [1.589438, -0.942798, -1.245786], [1.775635, -1.427080, 0.082840], [2.397266, -0.521492, -1.865372], [0.537727, -1.952896, 0.521301], [-0.465834, -1.739656, -0.497941], [-1.524136, -2.086284, -0.496691], [-0.195021, -1.068162, -2.662621], [2.712023, -1.421163, 0.679615], [0.408848, -2.460974, 1.495399], [-1.879189, 0.403771, -1.062296], [-1.063784, 3.205497, -2.225325], [-3.927358, 1.185593, -1.454668], [-4.094358, -0.219046, -1.271881], [-3.586723, -0.859569, -2.418812], [-4.743550, -0.671939, -0.523753], [-3.123473, 0.156294, -3.289948], [-3.397286, 1.419524, -2.744013], [-3.358809, 2.376093, -3.319500], [-4.300513, 1.959428, -0.779501], [-3.797320, -1.884769, -2.706006], [-2.719742, 0.002234, -4.289020], [2.263061, 1.866181, -0.455509], [1.597781, 1.564432, 0.588103], [0.424621, 1.041392, 0.516844], [2.346081, 1.490215, 2.009311], [1.834343, 0.788012, 3.113132], [2.647132, 0.629359, 4.242255], [3.884097, 1.350989, 4.266762], [4.336866, 2.166394, 3.205974], [3.511623, 2.280149, 2.078130], [0.831892, 0.351768, 3.060722], [2.332399, -0.058638, 5.042997], [4.544281, 1.221864, 5.142786], [5.314658, 2.671194, 3.251350], [3.804607, 2.925714, 1.252974]], "forces_ev_per_a": [[0.681, 0.427, -0.012], [-0.448, -0.724, -0.196], [-0.741, -0.547, -0.750], [-0.755, -0.071, 0.363], [-0.341, 0.119, 0.069], [0.250, -0.266, 0.311], [0.915, -0.121, 0.002], [0.353, 0.022, 0.878], [-0.766, 0.094, -0.572], [-0.205, 0.518, -0.571], [2.764, 0.411, -0.233], [0.306, 0.019, 0.342], [-1.133, 0.924, 0.112], [-0.487, -0.206, 0.156], [-0.374, 0.137, -0.165], [0.512, 0.050, 0.052], [-0.312, -0.136, -0.801], [-0.683, 0.143, -0.657], [0.454, -1.121, 1.142], [0.186, -0.293, -0.204], [0.595, 0.000, 0.279], [0.002, -0.051, 0.293], [-0.154, 0.415, 2.821], [-1.079, -1.993, -2.457], [0.872, 1.640, 1.537], [-0.847, 1.731, -1.624], [0.588, -0.066, -0.270], [0.815, 1.071, -0.634], [0.104, -0.765, 0.483], [-0.956, -0.458, 0.392], [0.280, -0.943, 0.821], [0.487, -0.030, -0.305], [0.313, 0.618, -0.210], [-0.349, 0.053, -0.428], [-0.583, -0.174, 0.139], [-0.265, -0.428, -0.104]], "mulliken_charge": [-0.425, -0.809, -0.340, 0.279, -0.807, -0.441, 0.550, 0.465, 0.449, 0.347, 0.971, -0.787, -0.873, -0.399, -0.254, 0.400, -0.627, -0.311, 0.452, 0.358, 0.373, 0.373, -0.728, 0.182, -0.513, 0.192, -0.178, -0.541, -0.215, -0.421, -0.398, 0.359, 0.331, 0.265, 0.325, 0.398], "homo_energy_ev": -0.574, "lumo_energy_ev": 4.8, "charge": -2}



| no. | E (a.u.) |
| --- | --- |
| 1 | -3238.3967 |
| 2 | -3581.3911 |